# C37H74IN3O10

A cluster of 9 separate species, C37H74IN3O10 in total at a distorted geometry (wB97M-V/def2-TZVPD, the Open Molecules 2025 dataset).

Cartesian coordinates (Å):
C  -2.99  -1.71  0.86
C  -4.02  -1.23  -0.15
I  -3.08  -0.21  -1.80
C  -4.91  -2.41  -0.66
N  -6.33  -2.05  -0.57
C  -7.01  -2.07  0.53
N  -6.35  -2.48  1.70
N  -8.31  -1.76  0.59
C  -8.70  -0.71  -0.42
O  -9.61  -1.05  -1.19
O  -8.09  0.36  -0.43
H  -2.34  -2.50  0.49
H  -3.51  -2.04  1.77
H  -2.37  -0.86  1.14
H  -4.69  -0.51  0.32
H  -4.70  -3.34  -0.15
H  -4.68  -2.55  -1.71
H  -6.79  -1.78  -1.43
H  -7.05  -2.53  2.43
H  -6.07  -3.45  1.56
H  -8.47  -1.35  1.51
C  -6.63  3.69  0.09
C  -5.91  4.19  -1.15
C  -4.59  4.67  -0.56
O  -4.32  3.85  0.58
C  -5.50  3.10  0.90
H  -7.42  2.97  -0.12
H  -7.07  4.54  0.63
H  -5.73  3.35  -1.83
H  -6.44  4.97  -1.69
H  -4.66  5.71  -0.23
H  -3.76  4.59  -1.27
H  -5.32  2.05  0.62
H  -5.67  3.14  1.98
C  0.16  0.38  4.88
C  0.29  -1.01  5.51
C  -0.86  -1.75  4.86
O  -1.05  -1.17  3.56
C  -0.29  0.04  3.47
H  1.08  0.96  4.90
H  -0.62  0.95  5.40
H  1.24  -1.46  5.21
H  0.24  -1.01  6.59
H  -1.79  -1.62  5.43
H  -0.67  -2.81  4.76
H  0.56  -0.14  2.81
H  -0.91  0.83  3.03
C  2.04  1.64  -4.08
C  1.17  2.83  -3.70
C  0.07  2.17  -2.89
O  0.66  1.02  -2.26
C  1.94  0.78  -2.83
H  3.07  1.90  -4.33
H  1.60  1.11  -4.93
H  1.74  3.52  -3.07
H  0.80  3.39  -4.55
H  -0.74  1.82  -3.53
H  -0.35  2.83  -2.13
H  2.70  1.06  -2.10
H  2.05  -0.29  -3.05
C  -0.43  -6.32  7.32
C  -1.32  -6.90  6.23
C  -2.22  -5.72  5.90
O  -1.45  -4.54  6.13
C  -0.26  -4.88  6.84
H  0.51  -6.84  7.44
H  -0.96  -6.33  8.28
H  -0.72  -7.17  5.36
H  -1.88  -7.79  6.54
H  -3.10  -5.69  6.55
H  -2.56  -5.73  4.86
H  0.59  -4.80  6.15
H  -0.10  -4.18  7.66
C  5.83  -2.53  -3.18
C  4.95  -3.12  -4.27
C  4.06  -1.94  -4.62
O  4.83  -0.75  -4.39
C  6.02  -1.10  -3.66
H  6.77  -3.05  -3.04
H  5.29  -2.53  -2.23
H  5.56  -3.39  -5.13
H  4.39  -3.99  -3.96
H  3.18  -1.90  -3.98
H  3.73  -1.96  -5.66
H  6.87  -1.02  -4.35
H  6.17  -0.39  -2.85
C  -2.12  7.03  -6.11
C  -1.47  7.49  -4.81
C  -1.00  6.17  -4.22
O  -0.69  5.31  -5.32
C  -1.20  5.89  -6.53
H  -2.19  7.81  -6.86
H  -3.12  6.65  -5.92
H  -0.62  8.13  -5.02
H  -2.15  8.03  -4.15
H  -1.78  5.69  -3.62
H  -0.11  6.29  -3.59
H  -0.35  6.26  -7.11
H  -1.71  5.13  -7.11
C  8.19  -0.60  -7.87
C  7.04  0.39  -8.07
C  7.09  1.19  -6.78
O  8.46  1.21  -6.37
C  9.21  0.26  -7.13
H  8.58  -1.02  -8.80
H  7.86  -1.42  -7.23
H  7.25  1.03  -8.93
H  6.08  -0.09  -8.24
H  6.50  0.72  -5.99
H  6.74  2.21  -6.91
H  9.84  0.81  -7.84
H  9.85  -0.32  -6.47
C  3.52  -0.27  8.99
C  3.65  -1.66  9.61
C  2.49  -2.40  8.96
O  2.30  -1.82  7.67
C  3.06  -0.61  7.58
H  4.43  0.31  9.01
H  2.74  0.29  9.51
H  4.60  -2.11  9.31
H  3.60  -1.66  10.70
H  1.57  -2.27  9.53
H  2.69  -3.47  8.85
H  3.92  -0.79  6.92
H  2.44  0.18  7.14

Output
* frontier orbital gap: 8.5634 eV
* LUMO: 0.10 eV
* spin multiplicity: 1
* HOMO: -0.311 Eh